No. 1
DFT (ωB97M-V with the def2-TZVPD basis set) results for 8 unconnected molecules or ions with the total composition C8H32O8 at a distorted geometry.

SMILES string = CO.CO.CO.CO.CO.CO.CO.CO
LUMO = 0.162 eV
Multiplicity = 1
Charge = 0
M = 256.34 g mol⁻¹
Largest force on an atom = 8.85 eV/A
E_HOMO = -8.9 eV

The geometry in XYZ format:
```
48
Properties=species:S:1:pos:R:3:mulliken_charge:R:1
O 3.4849 -1.5681 -2.6838 -0.6547
O 1.4892 -3.5020 -1.5711 -0.5417
O 2.6736 2.3515 0.9926 -0.4508
O -0.9980 0.9566 0.0182 -0.6308
O -2.3425 1.8206 2.7777 -0.4888
O -3.6306 0.8681 0.7502 -0.6195
O -0.1398 1.3297 -3.2276 -0.3584
O -1.9185 -2.5642 2.4274 -0.4526
C -2.7481 2.9014 3.6780 -0.6330
C -0.6933 -2.5941 3.0166 -0.7397
C -4.0493 -0.5735 0.6078 -0.6370
C -0.4062 -0.4081 -0.0794 -0.7179
C 1.5892 -3.3621 -0.2069 -0.3048
C 3.8503 2.3283 0.2852 -0.4299
C 2.5221 -0.5934 -2.3790 -0.6639
C 0.0033 2.3892 -4.0910 -0.7187
H 0.8848 2.3240 -4.5827 0.3266
H 4.1870 1.2332 0.1141 0.1665
H 2.3826 -2.5556 0.2538 0.1799
H 2.3474 -3.1848 -2.0105 0.3354
H -0.1565 3.2718 -3.5572 0.2682
H -2.7619 0.9731 0.4851 0.5106
H -2.3100 -1.8226 2.5456 0.2820
H 3.6098 2.9280 -0.7505 0.1648
H 1.6222 -0.8806 -2.8070 0.3135
H -0.3634 -3.4312 2.6613 0.2153
H -1.8328 3.2980 3.8522 0.2033
H -3.4180 3.3763 3.0795 0.3132
H -4.6333 -0.6602 -0.3084 0.2272
H -1.0157 -2.5421 4.1164 0.2977
H 2.0976 1.7720 0.6110 0.2855
H -0.6657 2.3138 -4.9874 0.2759
H -3.2820 2.3255 4.5667 0.1770
H 1.8130 -4.4097 0.2041 0.3283
H 2.4911 -0.6321 -1.3606 0.0702
H 4.7063 2.9779 0.6378 0.2563
H -3.0567 1.3697 2.1388 0.4545
H -0.2324 -1.6974 2.9132 0.3837
H -3.1807 -1.1951 0.3807 0.1527
H -4.7086 -0.7753 1.2832 0.4369
H 4.2949 -1.0817 -3.0360 0.3339
H -0.9023 -1.0618 -0.6904 0.5835
H -0.3772 -0.8355 0.9533 0.2034
H 0.3182 0.5717 -3.6744 0.2376
H 0.5528 -0.3369 -0.1818 0.2981
H 3.0516 0.2732 -2.6163 0.5544
H 0.6297 -3.1845 0.2307 -0.0024
H -0.7782 1.4987 -0.7789 0.2085
```


No. 2
DFT (ωB97M-V with the def2-TZVPD basis set) results for 9 unconnected molecules or ions with the total composition C8H34N4O12 at a distorted geometry.

SMILES string = NC(N)=O.NC(N)=O.OCCO.OCCO.OCCO.O.O.O.O
LUMO = -0.049 eV
Multiplicity = 1
Charge = 0
M = 378.38 g mol⁻¹
Largest force on an atom = 7.19 eV/A
E_HOMO = -9.7 eV

The geometry in XYZ format:
```
58
Properties=species:S:1:pos:R:3:mulliken_charge:R:1
O 2.8436 -3.4636 1.7540 -0.4931
O 1.2040 1.5402 1.6370 -0.7413
O -2.4077 -1.4911 -1.1955 -0.4515
O 2.3257 1.1951 3.8798 -0.6866
O 1.9670 1.7607 -4.2537 -0.7195
O 1.8063 -4.8327 -1.3865 -0.5482
O -1.6757 -2.2302 1.3945 -0.8021
O -2.7780 4.6080 3.5807 -0.5145
O 1.1004 3.8396 -2.7053 -0.7450
O -3.5254 -1.1124 -4.0330 -0.5305
O -1.6188 3.1336 1.1380 -0.5844
O 1.6776 -1.0315 -3.5612 -0.5883
N 0.8829 -0.2627 0.5638 0.1148
N -0.9571 -1.0335 3.0665 -0.3697
N 1.0132 1.4956 -0.6817 -0.1108
N -2.6854 -0.3734 1.9809 -0.3696
C -1.7599 -1.2246 2.1265 0.8188
C -0.8537 3.6606 2.2625 -0.1182
C 1.0709 0.9773 0.5785 0.5019
C 2.5485 -4.4863 0.8621 -0.3410
C -2.2837 -1.6948 -3.6215 -0.5861
C 2.1294 -3.8254 -0.4525 0.1661
C -2.1899 -2.4469 -2.2526 0.1175
C -1.5026 4.9227 3.0038 -0.6094
H -1.9351 5.5524 2.2263 0.3126
H 1.7017 2.5456 -3.7744 0.3532
H -1.0543 -0.3508 3.8045 0.1712
H 3.0319 -3.4259 -0.9151 0.2440
H -3.6677 -0.4810 -3.3240 0.3377
H 1.1213 -1.4782 -4.1993 0.3033
H 1.7684 -0.1420 -3.9030 0.3430
H -1.0205 2.5094 0.7208 0.2302
H -1.8785 -1.6823 -0.4178 0.1851
H -3.2616 -0.5022 1.1615 0.2684
H -3.0004 5.4074 4.0635 0.3064
H -1.5281 -0.9210 -3.4856 0.2710
H 0.1851 3.7553 -2.4383 0.3353
H -0.0969 -1.5461 2.9351 0.1497
H -1.1855 -2.8440 -2.1054 -0.0191
H -1.9979 -2.3746 -4.4241 0.3517
H -2.5329 0.3792 2.6370 0.1305
H 0.8607 -4.9979 -1.3769 0.3194
H 3.4650 -5.0404 0.6593 0.2651
H -0.7956 5.4838 3.6149 0.3561
H 2.6199 2.0753 4.1141 0.2617
H -0.7662 2.8709 3.0087 0.2094
H 2.0945 1.2581 2.9531 0.4620
H -2.8623 -3.3047 -2.2670 0.3106
H 1.0665 4.3287 -3.5274 0.3430
H 1.4629 -2.9968 -0.2132 -0.1606
H 1.1337 -0.8412 1.3528 -0.0126
H 0.2082 3.7928 2.0551 0.3642
H 1.8146 -5.1641 1.2981 0.3088
H 0.4817 -0.5484 -0.3180 -0.0463
H 3.2300 -3.8503 2.5431 0.2863
H 1.0092 2.4965 -0.8165 0.2213
H 2.7860 1.4911 -3.8382 0.3475
H 1.2106 0.9212 -1.4887 0.0806
```


No. 3
DFT (ωB97M-V with the def2-TZVPD basis set) results for 9 unconnected molecules or ions with the total composition C8H34O9 at a distorted geometry.

LUMO (alpha / beta) = 2.508 / 2.421 eV
Multiplicity = 2
Charge = -1
M = 274.35 g mol⁻¹
Largest force on an atom = 2.42 eV/A
E_HOMO (alpha / beta) = 0.0 / -7.2 eV

The geometry in XYZ format:
```
51
Properties=species:S:1:pos:R:3:mulliken_charge:R:1
O -1.6006 1.4247 3.3597 -0.4257
O -2.5225 0.0124 1.1368 -0.7660
O -2.7630 -2.7200 1.8018 -0.5127
O 3.3755 4.3207 -3.1921 -0.6789
O 3.8981 -3.2114 -0.6341 -0.9055
O -1.7070 1.4834 -3.5065 -0.4505
O 3.2590 -1.4935 1.3527 1.1068
O 2.1187 -1.0789 -2.6923 -0.6901
O 1.3960 -0.2141 -0.2181 -0.4476
C 1.3394 1.0498 0.3255 -0.1419
C 0.0516 -0.2244 3.8945 -0.4475
C -2.6861 1.4365 -4.4620 -0.2064
C -1.8442 -3.4943 1.0781 -0.4909
C -0.8791 0.8338 4.4718 -0.4073
C 1.1749 2.0293 -0.8612 -0.9625
C -0.3733 -3.0633 1.2872 -0.3354
C -3.8552 2.2316 -3.9158 -1.1156
H -2.3901 2.0318 -5.3258 0.2105
H 0.7437 0.1748 3.1531 -0.2576
H -4.7135 2.6379 -4.4510 0.3860
H -0.0592 -3.2914 2.3058 0.1848
H -2.0276 2.2379 3.6388 0.1986
H 1.9717 -0.7005 0.3765 -0.0297
H 0.6782 -0.6866 4.6573 0.6662
H -1.0468 0.8390 -3.7720 0.2678
H -4.2682 1.6950 -3.0617 0.2495
H -1.9751 -4.5648 1.2366 0.3814
H -2.1864 0.6589 1.7576 0.3869
H 0.4293 1.6607 -1.5656 0.1019
H -0.4613 -1.0681 3.4327 0.0017
H 3.7673 4.2389 -2.3225 0.3264
H 3.1676 -1.5851 2.3012 -0.6307
H 1.7397 -0.6083 -1.9499 0.4991
H 0.4775 1.0917 0.9914 -0.4561
H 3.4197 -2.6171 -0.0561 0.0253
H 3.8474 -4.0623 -0.1986 0.3487
H -1.5561 0.5254 5.2684 0.2985
H 3.8061 3.6435 -3.7139 0.3197
H 3.7953 -0.7091 1.2379 -0.0524
H 2.0933 2.0782 -1.4463 0.2006
H -3.5385 3.2095 -3.5529 0.2932
H 2.6980 -1.7286 -2.2941 0.2750
H -0.3934 -1.9794 1.1742 -0.2980
H 0.8548 3.0271 -0.5609 0.4890
H 0.1552 -3.5537 0.4697 0.3139
H -1.9329 0.0722 0.3852 0.2943
H -2.5538 -1.7920 1.6730 0.3858
H -2.7612 0.3956 -4.7767 0.3382
H -2.0736 -3.5453 0.0137 0.3035
H 2.2843 1.2652 0.8244 0.5082
H -0.3735 1.6868 4.9244 0.3472
```


No. 4
DFT (ωB97M-V with the def2-TZVPD basis set) results for 12 unconnected molecules or ions with the total composition C8H36O11 at a distorted geometry.

SMILES string = C/C=C/C=C/CCC.O.O.O.O.O.O.O.O.O.O.O
LUMO = 0.128 eV
Multiplicity = 1
Charge = 0
M = 308.37 g mol⁻¹
Largest force on an atom = 2.62 eV/A
E_HOMO = -8.7 eV

The geometry in XYZ format:
```
55
Properties=species:S:1:pos:R:3:mulliken_charge:R:1
O -0.7014 3.2016 -3.6970 -0.6956
O 2.6866 -0.3887 -1.6463 -0.6855
O -0.9002 -0.7222 -3.7369 -0.5510
O 1.3243 1.6255 -2.9865 -0.6871
O 0.2523 -4.0277 1.0037 -0.6847
O -0.3500 -3.3218 -3.0184 -0.6404
O 1.7460 -0.8859 1.2596 -0.7014
O 0.0639 0.4598 4.7374 -0.6346
O 0.4947 -2.1105 3.5187 -0.6202
O 0.4264 2.4615 3.0093 -0.7156
O 1.7935 -2.9842 -0.7107 -0.6587
C -2.6425 -0.2786 2.5876 -0.9613
C 0.8283 4.2918 -0.6280 -1.2505
C -2.5956 -0.4132 -0.0477 -0.9879
C -0.0389 3.0989 -0.3534 -0.4197
C -1.6396 0.7103 -0.0662 -1.4430
C -2.5488 -1.1216 1.3381 -0.1481
C -0.3458 0.6541 -0.4062 0.9920
C 0.5033 1.8742 -0.3650 -0.0672
H 1.8040 -2.4395 0.0910 0.4059
H 1.6421 0.0578 1.0873 0.3146
H 1.9058 -0.8416 -1.9708 0.3262
H 0.2465 2.9635 -3.7445 0.3847
H -1.3395 -0.0998 -4.3259 0.2567
H 0.9641 -3.4775 -0.6875 0.3378
H 0.3840 -2.6887 -3.0374 0.3424
H -0.8651 0.7145 4.8310 0.3011
H -0.3379 -2.1621 3.9764 0.3055
H -1.7485 -1.8631 1.3216 0.0751
H 2.8491 -0.8171 -0.7990 0.2906
H -1.0670 3.2685 -0.0989 0.4916
H 0.9031 -4.7256 0.8880 0.3231
H -0.8541 3.1777 -2.7502 0.3299
H 0.4543 -3.5595 1.8215 0.3011
H 0.3928 0.7054 3.8608 0.3519
H -3.3758 0.5389 2.5351 0.3704
H 1.6574 4.5534 0.0511 0.2951
H 0.4928 2.3835 2.0459 0.4070
H 0.9453 -1.2239 1.6824 0.3154
H 1.0432 -1.4327 3.9452 0.2833
H -1.3063 -1.5648 -3.9443 0.3177
H -3.5139 -1.6766 1.2503 0.3438
H -2.1195 1.6023 0.3007 0.2420
H 0.0017 -4.0015 -2.4265 0.2612
H -1.6805 0.2258 2.7061 -0.0325
H -3.6543 -0.0541 -0.1370 0.4256
H 1.1828 2.9753 3.2851 0.2555
H 0.6175 1.0777 -2.6172 0.2689
H -2.9239 -0.8148 3.4951 0.4158
H 2.1269 1.1602 -2.6942 0.3475
H 0.2096 5.1440 -0.8938 0.3578
H -2.4826 -1.2788 -0.7130 0.2948
H 0.0946 -0.1655 -0.9360 0.6581
H 1.4833 4.1916 -1.5082 0.3019
H 1.5624 1.6579 -0.4843 0.2928
```


No. 5
DFT (ωB97M-V with the def2-TZVPD basis set) results for 10 unconnected molecules or ions with the total composition C8H36O14 at a distorted geometry.

SMILES string = OCCO.OCCO.OCCO.OCCO.O.O.O.O.O.O
LUMO = -0.568 eV
Multiplicity = 1
Charge = 0
M = 356.36 g mol⁻¹
Largest force on an atom = 1.15 eV/A
E_HOMO = -9.2 eV

The geometry in XYZ format:
```
58
Properties=species:S:1:pos:R:3:mulliken_charge:R:1
O 2.0454 -3.3752 -1.1749 -0.5027
O -2.1156 3.9813 1.7506 -0.6634
O -3.0323 4.9223 -2.5417 -0.6352
O -4.0311 2.4038 0.4101 -0.6372
O -0.8882 -1.4794 -3.7449 -0.5835
O -1.9063 1.5708 5.1848 -0.5149
O 4.3132 -4.9232 -1.4785 -0.5091
O -0.8809 -2.6743 -1.1776 -0.4831
O 1.2676 2.6390 1.9664 -0.5812
O 1.7677 -1.0107 1.4978 -0.5712
O -2.4202 0.6378 -1.4617 -0.4928
O 0.7693 0.7302 3.9496 -0.5262
O 0.6117 0.0542 -1.3329 -0.1416
O 3.2977 1.1247 -1.4249 -0.6025
C -1.1801 0.3449 5.3028 -0.6544
C -1.9183 -2.9848 -2.1084 -0.4439
C 4.2549 -3.6278 -2.0448 -0.5635
C 3.3387 -2.7765 -1.2263 0.1444
C -0.2682 0.6668 -0.3698 -0.0482
C -1.4221 -2.7694 -3.5140 -0.3697
C -1.3294 1.4715 -1.1248 -0.2252
C -0.4477 -0.0137 4.0256 -0.1752
H -1.0940 0.1392 3.1566 0.1505
H 3.1385 1.5123 -2.2922 0.3055
H -4.5798 2.8922 -0.2114 0.3515
H -0.7472 -0.1556 0.1643 0.1195
H -0.6142 -3.5011 -3.6746 0.2485
H -0.8202 1.8130 -2.0284 0.1981
H -3.1613 0.9172 -0.9077 0.3575
H -1.0944 -1.8519 -0.7293 0.1611
H 4.5533 -5.5624 -2.1523 0.2935
H 2.0030 2.1426 2.3476 0.2941
H 1.5054 0.3875 -1.1846 0.1195
H -0.1555 -1.0661 4.0312 0.4685
H -2.1998 -4.0278 -1.9604 0.3329
H -2.8240 5.1098 -3.4612 0.3075
H -3.3953 3.0471 0.7620 0.3372
H 5.2656 -3.1956 -2.0910 0.2812
H -2.7906 -2.3557 -1.8963 0.2568
H 3.8220 1.7731 -0.9469 0.2613
H 1.6808 3.3145 1.4193 0.2491
H 3.2604 -1.7916 -1.7011 0.0920
H -2.2443 4.3808 2.6156 0.2784
H 0.3191 1.2953 0.3011 0.4716
H 3.9058 -3.6539 -3.0862 0.3199
H -0.4891 0.3921 6.1466 0.2841
H 1.3883 -2.6771 -1.2804 0.2966
H -1.2735 2.2952 5.1801 0.2983
H 3.7297 -2.6384 -0.2129 0.1965
H 0.5825 1.6532 3.7503 0.3290
H -1.9437 -0.3987 5.5403 0.3746
H 1.2641 -0.8029 2.2936 0.2694
H -0.8113 -1.0054 -2.9099 0.3231
H -1.2726 3.5173 1.8121 0.2740
H -2.1943 -2.9801 -4.2568 0.3645
H 1.5464 -0.3089 0.8759 0.2157
H -2.4625 4.1838 -2.3076 0.3401
H -1.6229 2.2947 -0.4681 -0.0413
```


No. 6
DFT (ωB97M-V with the def2-TZVPD basis set) results for 11 unconnected molecules or ions with the total composition C8H38NO10 at a distorted geometry.

LUMO = 1.855 eV
Multiplicity = 1
Charge = -1
M = 308.39 g mol⁻¹
Largest force on an atom = 1.81 eV/A
E_HOMO = -3.7 eV

The geometry in XYZ format:
```
57
Properties=species:S:1:pos:R:3:mulliken_charge:R:1
O -3.5211 -2.0601 -1.5123 -0.4657
O 1.8076 -3.9519 -2.8725 -0.4722
O 5.4841 -1.7546 0.9645 -0.5156
O -2.0702 3.2915 2.7170 -0.4893
O -2.9322 3.9593 -1.7104 -0.4388
O 3.1816 -0.6402 -1.9008 -0.9188
O 0.7987 3.3617 0.4009 -0.9493
O -0.3837 -2.3755 3.4242 -0.4439
O -0.1953 1.6675 -3.9673 -0.4583
O 2.4759 2.4250 3.7439 -0.4658
N 0.1370 -0.3709 0.1915 -0.2912
C -1.6922 -2.9390 3.4678 -0.5056
C 3.5081 3.2282 4.3044 -0.5637
C -3.9689 4.8512 -1.8718 -0.5392
C -0.7086 0.5917 -4.7742 -0.4448
C 4.8447 -1.8430 2.2271 -0.4952
C 2.1621 -4.3530 -4.2162 -0.5585
C -3.4926 -3.3844 -2.0412 -0.5082
C -2.5703 2.1186 3.2556 -0.5099
H -3.2112 -3.1946 -3.0771 0.2372
H 1.6075 -5.2322 -4.5443 0.2500
H -2.7745 -4.0148 -1.5167 0.2183
H 3.9760 -2.4918 2.1148 0.1933
H -3.2737 2.3494 4.0557 0.2706
H -4.4150 4.7104 -2.8563 0.1989
H 0.1110 -0.8582 1.0758 0.2901
H 3.6730 2.9461 5.3443 0.2159
H -1.6958 1.6697 3.7267 0.2020
H -4.7490 4.7282 -1.1205 0.2435
H -1.4767 -3.9521 3.8073 0.2606
H 0.0636 -0.1413 -5.0079 0.2243
H 0.6184 4.3180 0.4871 0.0731
H -4.4597 -3.8843 -1.9886 0.2571
H 4.4118 3.1272 3.7034 0.2452
H 5.4359 -2.3910 2.9607 0.2644
H -2.4289 4.1502 -0.9155 0.2834
H -2.2427 -2.3829 4.2267 0.2499
H -0.7550 -0.4785 -0.2700 0.3130
H 0.9745 -0.6024 -0.3233 0.2658
H -2.1402 -2.9959 2.4757 0.1870
H -3.6370 5.8760 -1.7055 0.2435
H -1.5030 0.0486 -4.2621 0.1092
H -2.9622 1.3811 2.5551 0.1915
H -1.2652 3.0990 2.2307 0.3007
H 0.2761 0.6177 0.3441 0.2757
H 3.3780 -0.7378 -2.8528 0.0571
H -0.1058 -2.2962 4.3397 0.2716
H 3.2265 -4.4537 -4.4281 0.2609
H -0.8907 1.9676 -3.3774 0.2819
H 2.2416 2.8038 2.8935 0.3098
H 4.4493 -0.9310 2.6744 0.2025
H -1.3104 0.9289 -5.6181 0.2825
H 4.8490 -1.4609 0.3072 0.3213
H 3.1501 4.2516 4.1917 0.2342
H 2.3379 -3.1644 -2.7303 0.2807
H 1.9418 -3.5513 -4.9211 0.2029
H -4.2900 -1.5805 -1.8292 0.2642
```